Record 1
Formula: C24H27N5O4S
Source: the Open Molecules 2025 dataset
Level of theory: ωB97M-V with the def2-TZVPD basis set

Positions of all 61 atoms, in Å:
1 C -2.2291 -2.7752 3.1348
2 C -3.0909 -2.2107 2.0452
3 C -4.0045 -3.0082 1.3716
4 C -4.7865 -2.4755 0.3614
5 C -4.6912 -1.1385 0.0354
6 C -3.7974 -0.3257 0.7254
7 O -3.7940 1.0044 0.3652
8 C -3.2679 1.9392 1.2797
9 C -1.8168 2.2200 1.0712
10 N -0.8165 1.5565 1.5755
11 N 0.3238 2.1488 1.1882
12 C 0.0039 3.1807 0.4457
13 S 1.0998 4.3384 -0.2432
14 C 2.6124 3.9539 0.7013
15 C 3.4482 2.8678 0.0237
16 O 4.4648 3.1449 -0.5721
17 N 2.9103 1.6372 0.1756
18 C 3.3457 0.4345 -0.3872
19 C 4.5589 0.3035 -1.0569
20 C 4.9124 -0.9190 -1.5990
21 C 4.0690 -2.0102 -1.4955
22 C 2.8484 -1.8800 -0.8421
23 C 1.9726 -3.0881 -0.7230
24 O 2.3306 -4.0777 -0.1109
25 N 0.7841 -3.0370 -1.3714
26 C 0.2313 -1.9214 -2.1019
27 C -1.0946 -1.5092 -1.4442
28 O -1.9901 -2.5935 -1.4079
29 C -1.4493 -3.6731 -0.6768
30 C -0.1345 -4.1551 -1.2936
31 C 2.4970 -0.6652 -0.2732
32 N -1.3493 3.2702 0.3224
33 C -2.0997 4.2325 -0.4334
34 C -2.9871 -0.8646 1.7129
35 H -2.0756 -3.8431 2.9978
36 H -2.7093 -2.6261 4.1026
37 H -1.2622 -2.2777 3.1629
38 H -4.0935 -4.0533 1.6296
39 H -5.4818 -3.1059 -0.1717
40 H -5.2971 -0.7042 -0.7434
41 H -3.4198 1.6024 2.3117
42 H -3.8355 2.8620 1.1193
43 H 3.1817 4.8826 0.7154
44 H 2.3047 3.6694 1.7061
45 H 2.0258 1.5824 0.6918
46 H 5.2133 1.1537 -1.1476
47 H 5.8589 -1.0180 -2.1085
48 H 4.3446 -2.9651 -1.9156
49 H 0.9319 -1.0882 -2.1228
50 H 0.0260 -2.2445 -3.1308
51 H -1.5876 -0.7251 -2.0211
52 H -0.9051 -1.1439 -0.4229
53 H -2.2035 -4.4602 -0.6981
54 H -1.2712 -3.3651 0.3627
55 H 0.3262 -4.9298 -0.6796
56 H -0.3171 -4.5406 -2.3032
57 H 1.5662 -0.5624 0.2678
58 H -2.5918 4.9427 0.2348
59 H -1.4170 4.7742 -1.0859
60 H -2.8510 3.7215 -1.0358
61 H -2.2510 -0.2543 2.2151

Results
**HOMO-LUMO gap**: 8.7 eV
**Highest occupied orbital energy**: -8.43 eV
**Structure (SMILES)**: Cc1cccc(OCc2nnc(SCC(=O)Nc3cccc(C(=O)N4CCOCC4)c3)n2C)c1
**E**: -51802.4959 eV
**LUMO energy**: 0.260 eV
**Spin multiplicity**: 1
**Net charge**: 0


Record 2
Formula: C3H4N4O
Source: the Open Molecules 2025 dataset
Level of theory: ωB97M-V with the def2-TZVPD basis set

Positions of all 12 atoms, in Å:
1 H -3.5417 -0.8059 -0.1886
2 N -3.2756 0.1738 -0.1964
3 C -2.0037 0.3112 0.0389
4 N -1.0510 -0.6723 0.3827
5 C 0.1015 -0.2497 0.0268
6 N 0.6203 1.0212 0.0224
7 C 1.8823 0.9665 -0.0120
8 N 2.2707 -0.2962 -0.0933
9 O 1.1738 -1.1716 -0.1723
10 H -1.5032 1.3435 0.0258
11 H 2.6162 1.7084 0.0773
12 H 3.2064 -0.6270 0.3343

Results
**HOMO-LUMO gap**: 9.3 eV
**Highest occupied orbital energy**: -9.09 eV
**Structure (SMILES)**: [H]/N=C\N=c1/nc[nH]o1
**E**: -11180.4951 eV
**LUMO energy**: 0.168 eV
**Spin multiplicity**: 1
**Net charge**: 0


Record 3
Formula: C2H3NO3S
Source: the Open Molecules 2025 dataset
Level of theory: ωB97M-V with the def2-TZVPD basis set

Positions of all 10 atoms, in Å:
1 O -0.4320 1.4314 -0.8316
2 C 0.6182 0.9746 -0.4180
3 O 1.8910 1.4161 -0.6130
4 C 0.6611 -0.2250 0.5133
5 O 1.6893 -0.5296 1.0722
6 N -0.4480 -0.9412 0.7201
7 S -1.8341 -0.9714 -0.2600
8 H 2.4086 0.8162 -0.0125
9 H -0.3601 -1.8305 1.2409
10 H -2.4282 0.1052 0.2979

Results
**HOMO-LUMO gap**: 9.5 eV
**Highest occupied orbital energy**: -9.59 eV
**Structure (SMILES)**: O=C(O)C(=O)NS
**E**: -20590.2064 eV
**LUMO energy**: -0.039 eV
**Spin multiplicity**: 1
**Net charge**: 0


> Among the records above, which one has the highest highest occupied orbital energy?

C24H27N5O4S


> Among the records above, which one has the lowest LUMO energy?

C2H3NO3S


> What is the E in the third record?

-20590.2064 eV


> Number 3 is which compound?

C2H3NO3S